Formula: C48H36AuClO5P2S
Source: the OMol25 dataset
Level of theory: wB97M-V/def2-TZVPD

Geometry as ORCA input:
```
! wB97M-V def2-TZVPD RIJCOSX def2/J DEFGRID3
* xyz 2 1
Au -0.48094 -0.71461 0.09845
Cl -1.03668 -1.81092 3.00331
S 1.17062 0.47301 1.07512
P 1.10724 -2.32286 -0.57783
P -2.22454 0.84777 0.34435
O 1.90737 -0.33253 2.00377
O -0.92875 -0.37605 3.16754
O 0.26089 -2.39385 2.91624
O -1.83779 -2.39668 4.01149
O -1.73818 -2.02262 1.68686
C 0.52957 4.37761 3.23954
C -2.88854 3.26482 1.24937
C 1.10911 -5.89677 2.20398
C 2.21904 0.86805 -0.27646
C -0.03645 -4.46035 0.66265
C -0.55669 3.90076 2.47890
C -5.59649 -1.26801 1.11865
C 3.67008 2.57003 -1.27237
C 0.66353 1.97738 1.81857
C -2.82351 4.48370 1.93494
C 3.61851 -2.43937 -1.55833
C 5.75545 1.64352 -2.54841
C -5.71313 -1.12232 2.49512
C -4.56600 -0.64029 0.44195
C -0.40641 -4.21495 -3.87336
C -1.28150 5.96705 3.42954
C -2.58291 2.36509 -1.99514
C -2.81577 2.48729 -3.35585
C 1.16142 -3.77600 0.43250
C -3.65586 0.14971 1.14871
C 6.13707 0.16454 -2.81478
C -0.57563 2.68725 1.76049
C 1.67528 3.63201 3.32153
C 0.17276 5.69003 3.87854
C -0.05585 -5.52451 1.54261
C 4.47217 1.57855 -1.76573
C -1.82121 2.38261 1.13560
C 0.33591 -1.64231 -3.12512
C 1.71579 2.42792 2.61450
C 0.43230 -2.69644 -2.20849
C 2.32450 -4.13899 1.10906
C -3.77996 0.30274 2.53144
C 4.10415 0.22839 -1.57291
C -3.00146 1.35588 -4.14013
C -2.70410 -0.03608 -2.21099
C 0.05572 -3.98567 -2.58681
C 5.02727 -0.63763 -2.18905
C 2.70908 -1.60264 -0.92655
C -4.81296 -0.33252 3.19696
C -0.11957 -1.88133 -4.40904
C -0.49358 -3.16756 -4.78164
C 2.56553 2.18989 -0.48898
C -2.54433 1.10104 -1.40838
C -1.64886 4.78979 2.56759
C 2.95828 -0.20098 -0.88658
C -2.93921 0.09213 -3.56980
C 4.80287 -1.98845 -2.15920
C 2.29404 -5.20859 1.98785
H -3.19912 1.46340 -5.19861
H 5.61596 2.20693 -3.47174
H -4.90746 -0.21853 4.26817
H -3.69189 5.12697 1.98102
H 0.26584 5.62159 4.96291
H -1.96421 6.04405 4.27624
H 3.39058 -3.49838 -1.62304
H 3.24267 -3.58272 0.97331
H -0.95567 -4.15739 0.17580
H -6.31202 -1.86503 0.56981
H 1.97754 2.97165 -0.02685
H 2.61454 1.82851 2.68190
H -0.84337 -3.35864 -5.78789
H 0.14323 -4.80846 -1.88948
H 3.19376 -5.49597 2.51425
H -2.86167 3.47073 -3.80404
H 6.52256 2.16644 -1.97598
H -2.68411 -1.03610 -1.78104
H 0.65180 -0.63970 -2.85045
H -3.83807 2.98603 0.80366
H -3.08266 -0.79155 -4.17632
H 2.53192 3.93907 3.90571
H 7.09493 -0.09516 -2.36273
H 6.22355 -0.05387 -3.87930
H 1.08912 -6.72238 2.90281
H -0.17534 -1.06853 -5.12105
H -3.06790 0.89307 3.09101
H -1.37010 6.89882 2.87029
H -4.50474 -0.74437 -0.63222
H 0.86227 6.47133 3.55614
H -0.68531 -5.21639 -4.17239
H -0.98091 -6.05344 1.72590
H 5.47760 -2.69631 -2.62139
H -2.43736 3.25413 -1.39610
H 3.88647 3.61953 -1.41833
H -6.51112 -1.62604 3.02421
*
```

As for the energy relative to the best compared isomer or geometry (same formula, charge and spin): 1.277 eV. The calculation puts the frontier orbital gap at 0.198 Ha. The HOMO energy comes out at -13.455 eV.